101
Properties=species:S:1:pos:R:3:lowdin_charge:R:1 method="wB97M-V/def2-TZVPD" charge=-2 homo_ev=-1.92 e_tot_ha=-4456.399958 fmax_ha_per_bohr=0.01880
Sc -0.263 -0.029 -0.105 0.700
O -5.265 -1.780 2.202 0.032
C -5.349 -1.945 0.869 -0.277
C -6.554 -2.419 0.350 -0.036
C -6.715 -2.583 -1.014 -0.109
C -5.678 -2.286 -1.892 -0.100
C -4.474 -1.832 -1.382 -0.026
C -4.287 -1.660 -0.012 -0.072
C -2.962 -1.164 0.440 -0.467
O -2.035 -1.060 -0.433 -0.237
N -2.800 -0.868 1.708 0.054
N -1.487 -0.458 1.914 -0.023
C -1.159 -0.284 3.139 -0.069
C 0.180 0.015 3.587 -0.151
C 0.405 0.191 4.959 -0.067
C 1.668 0.396 5.465 -0.124
C 2.749 0.412 4.574 -0.106
C 2.562 0.232 3.225 -0.013
C 1.269 0.044 2.678 -0.350
O 1.117 -0.099 1.404 -0.168
H -4.364 -1.375 2.389 0.078
H -7.359 -2.638 1.041 0.105
H -7.664 -2.942 -1.396 0.091
H -5.809 -2.402 -2.960 0.092
H -3.641 -1.585 -2.031 0.102
H -1.929 -0.419 3.903 0.126
H -0.451 0.169 5.625 0.102
H 1.821 0.557 6.523 0.084
H 3.751 0.579 4.952 0.092
H 3.393 0.252 2.531 0.111
C -0.233 -3.402 1.104 -0.156
Si 0.690 -3.313 -0.524 0.381
C 2.312 -4.231 -0.206 -0.172
C -0.300 -4.329 -1.766 -0.168
N 0.939 -1.687 -1.003 -0.140
C 1.929 -1.320 -1.871 -0.366
C 2.539 -2.148 -2.837 -0.054
C 3.544 -1.700 -3.681 -0.120
C 3.997 -0.389 -3.625 -0.128
C 3.404 0.474 -2.707 -0.033
C 2.418 -0.003 -1.885 -0.271
F 1.833 0.877 -1.008 -0.039
H -0.181 -4.429 1.478 0.030
H -1.285 -3.134 1.010 0.018
H 0.219 -2.744 1.849 0.025
H 2.101 -5.281 0.014 0.020
H 2.812 -3.797 0.664 0.028
H 3.010 -4.192 -1.042 0.009
H -0.646 -5.260 -1.307 0.020
H 0.285 -4.585 -2.653 0.013
H -1.174 -3.762 -2.093 0.026
H 2.177 -3.164 -2.936 0.083
H 3.967 -2.385 -4.407 0.088
H 4.771 -0.034 -4.292 0.082
H 3.684 1.517 -2.632 0.114
N -0.598 2.053 0.366 0.084
C -0.244 2.858 1.144 -0.330
N 0.026 3.861 1.866 0.083
C 0.679 3.978 2.990 -0.422
N 1.235 4.214 3.981 0.064
C -5.124 4.235 -2.627 -0.228
Si -3.669 3.374 -1.767 0.346
C -4.339 1.981 -0.708 -0.201
C -2.957 4.708 -0.648 -0.211
Si -2.153 2.574 -3.372 -0.036
Te -0.890 0.502 -2.986 0.551
Si -3.449 2.049 -5.250 0.302
C -2.427 1.131 -6.537 -0.240
C -4.219 3.523 -6.162 -0.225
C -4.852 0.896 -4.738 -0.222
Si -0.746 4.349 -3.903 0.310
C 0.475 4.662 -2.509 -0.213
C -1.677 5.963 -4.244 -0.221
C 0.243 3.935 -5.453 -0.228
H -5.738 4.743 -1.876 0.022
H -5.762 3.536 -3.171 0.009
H -4.774 4.989 -3.334 0.009
H -5.139 2.338 -0.052 0.033
H -3.543 1.573 -0.083 0.015
H -4.730 1.162 -1.315 0.021
H -3.713 5.017 0.081 0.029
H -2.663 5.591 -1.220 0.009
H -2.084 4.358 -0.105 -0.004
H -1.697 1.794 -7.007 0.011
H -3.073 0.720 -7.319 0.020
H -1.875 0.315 -6.068 -0.011
H -3.445 4.109 -6.663 0.013
H -4.761 4.190 -5.492 -0.002
H -4.918 3.167 -6.924 0.018
H -4.441 0.003 -4.263 0.015
H -5.438 0.587 -5.609 0.021
H -5.526 1.367 -4.021 0.009
H -0.019 5.062 -1.621 0.017
H 1.248 5.370 -2.822 0.023
H 0.958 3.727 -2.215 0.020
H -2.207 6.309 -3.354 0.005
H -2.414 5.837 -5.039 0.008
H -0.978 6.748 -4.546 0.019
H 0.804 3.011 -5.299 0.023
H 0.946 4.738 -5.696 0.019
H -0.413 3.781 -6.312 0.007


92
Properties=species:S:1:pos:R:3:lowdin_spin:R:1 method="wB97M-V/def2-TZVPD" charge=+3 homo_ev="-16.50 / -16.68" spin_multiplicity=4 e_tot_ha=-2725.677805 fmax_ha_per_bohr=0.12000
C 1.622 -1.470 -1.971 0.015
C 1.375 0.859 -1.781 0.004
C 2.059 -1.351 -3.308 -0.001
C 2.017 1.043 -3.016 0.002
C 2.358 -0.089 -3.802 0.013
H 2.146 -2.290 -3.872 0.000
H 2.216 2.070 -3.365 0.000
H 2.843 0.018 -4.774 0.001
N 1.514 -0.370 -1.142 0.006
P 1.048 -2.826 0.359 0.026
P -0.148 2.756 0.227 0.548
C 1.008 -2.743 -1.499 0.010
H -0.057 -2.785 -1.816 0.000
H 1.507 -3.597 -1.966 0.000
C 0.310 1.935 -1.400 0.044
H 0.556 2.870 -1.998 0.011
C -1.441 4.131 -0.546 0.038
C 0.876 3.561 1.802 0.090
C -0.485 -3.848 0.842 0.008
C 2.746 -3.694 0.505 0.019
C -2.787 3.610 -0.014 0.017
H -2.817 3.523 1.083 0.003
H -3.578 4.321 -0.313 0.001
H -3.023 2.631 -0.475 0.001
C -1.136 5.576 -0.067 0.013
H -1.120 5.684 1.030 0.000
H -0.170 5.927 -0.467 0.000
H -1.905 6.273 -0.457 0.003
C -1.618 4.209 -2.095 0.004
H -2.559 4.743 -2.308 0.001
H -0.802 4.736 -2.614 0.000
H -1.738 3.205 -2.567 0.000
C -0.125 4.036 2.888 0.003
H -0.699 3.171 3.270 0.001
H 0.460 4.444 3.736 0.000
H -0.855 4.795 2.572 0.000
C 1.748 2.504 2.484 0.006
H 1.136 1.701 2.930 0.002
H 2.496 2.044 1.818 0.001
H 2.284 3.002 3.320 0.001
C 1.806 4.645 1.253 0.041
H 1.275 5.470 0.768 0.001
H 2.389 5.057 2.092 0.012
H 2.504 4.218 0.519 0.002
C 2.888 -4.168 1.955 0.002
H 3.912 -4.546 2.096 0.001
H 2.737 -3.346 2.668 0.000
H 2.201 -4.991 2.188 0.000
C 3.841 -2.658 0.197 0.003
H 3.741 -2.230 -0.809 0.000
H 3.858 -1.845 0.930 0.002
H 4.809 -3.176 0.245 0.000
C 2.947 -4.873 -0.464 0.001
H 3.883 -5.376 -0.174 0.001
H 2.140 -5.614 -0.426 0.000
H 3.086 -4.541 -1.501 0.000
C -1.758 -3.074 0.433 -0.002
H -1.859 -2.953 -0.654 0.000
H -2.639 -3.633 0.791 0.000
H -1.789 -2.075 0.898 -0.001
C -0.517 -3.984 2.372 0.001
H -0.619 -3.007 2.866 0.001
H -1.382 -4.604 2.654 0.000
H 0.379 -4.469 2.768 0.000
C -0.487 -5.239 0.183 0.001
H -0.366 -5.190 -0.908 0.000
H 0.283 -5.905 0.595 0.000
H -1.462 -5.715 0.380 0.001
Tc 0.690 -0.631 0.792 1.250
C 2.079 -0.681 2.136 0.126
O 2.898 -0.626 2.979 0.133
N -0.823 0.211 -0.286 0.395
C -0.842 1.037 -1.302 0.055
C -1.936 0.787 -2.321 0.013
C -3.188 0.382 -1.829 0.006
C -1.733 0.855 -3.728 0.004
C -4.277 0.182 -2.700 0.000
H -3.314 0.250 -0.755 0.001
C -2.846 0.660 -4.567 0.002
H -0.736 1.080 -4.096 0.000
C -4.113 0.335 -4.091 0.004
H -5.246 -0.087 -2.292 0.000
H -2.682 0.784 -5.659 0.000
H -4.956 0.148 -4.790 0.000
S -1.563 -0.500 5.009 0.011
C -2.507 0.265 3.757 0.001
C -1.868 0.241 2.538 0.008
N -0.596 -0.374 2.567 0.012
C -0.335 -0.805 3.827 0.014
H -3.506 0.694 3.935 0.000
H -2.235 0.635 1.601 0.002
H 0.573 -1.335 4.122 0.000


107
Properties=species:S:1:pos:R:3:lowdin_charge:R:1 method="wB97M-V/def2-TZVPD" charge=-2 homo_ev=-2.59 e_tot_ha=-3906.477850 fmax_ha_per_bohr=0.02834
Tl -0.409 1.254 -1.939 1.019
O 1.220 -2.940 -7.081 0.027
C 0.818 -2.046 -6.114 -0.309
C 1.228 -0.724 -6.137 0.035
C 0.784 0.129 -5.133 -0.173
N -0.038 -0.286 -4.180 0.093
C -0.409 -1.564 -4.137 -0.190
C 0.000 -2.488 -5.088 0.034
C -1.302 -1.983 -2.963 -0.671
O -1.192 -3.172 -2.571 -0.067
O -2.057 -1.101 -2.513 -0.109
C 1.323 1.581 -5.068 -0.665
O 2.009 1.930 -6.050 -0.057
O 1.055 2.226 -4.031 -0.142
H 1.786 -2.456 -7.689 0.089
H 1.886 -0.330 -6.904 0.111
H -0.315 -3.520 -5.017 0.118
C 2.659 -4.117 -3.161 -0.037
C 1.900 -3.860 -1.872 -0.440
C 1.624 -5.139 -1.100 -0.042
O 2.713 -2.998 -1.032 -0.195
P 2.213 -1.508 -0.705 0.503
O 1.662 -0.792 -1.853 -0.283
C 1.136 -1.695 0.745 -0.177
P 1.178 -0.203 1.771 0.521
O 1.060 1.078 1.086 -0.253
O 2.586 -0.361 2.579 -0.212
C 3.480 0.761 2.646 -0.460
C 2.899 1.894 3.485 -0.041
C 4.771 0.228 3.246 -0.044
O 0.147 -0.314 2.990 -0.182
C -0.116 -1.289 3.996 -0.429
C 0.059 -0.588 5.338 -0.045
C 0.741 -2.550 3.934 -0.050
O 3.526 -0.900 -0.029 -0.195
C 4.777 -0.665 -0.708 -0.421
C 5.711 -1.837 -0.419 -0.046
C 4.637 -0.425 -2.205 -0.042
H 2.072 -4.765 -3.812 0.085
H 3.622 -4.592 -2.950 0.078
H 2.827 -3.173 -3.680 0.076
H 0.947 -3.378 -2.101 0.102
H 2.552 -5.689 -0.927 0.076
H 0.926 -5.755 -1.667 0.085
H 1.166 -4.902 -0.139 0.071
H 1.434 -2.579 1.296 0.064
H 0.123 -1.774 0.347 0.081
H 3.657 1.121 1.629 0.129
H 2.676 1.536 4.493 0.076
H 1.981 2.252 3.022 0.064
H 3.613 2.717 3.550 0.082
H 4.581 -0.123 4.262 0.079
H 5.530 1.011 3.274 0.080
H 5.138 -0.611 2.653 0.065
H -1.168 -1.570 3.873 0.137
H 1.112 -0.336 5.480 0.076
H -0.270 -1.231 6.156 0.076
H -0.524 0.333 5.349 0.083
H 1.785 -2.276 3.788 0.074
H 0.418 -3.197 3.120 0.073
H 0.645 -3.106 4.867 0.080
H 5.174 0.239 -0.237 0.135
H 5.243 -2.756 -0.770 0.073
H 5.893 -1.926 0.653 0.066
H 6.661 -1.694 -0.936 0.078
H 4.310 -1.338 -2.704 0.074
H 5.601 -0.120 -2.615 0.085
H 3.894 0.344 -2.408 0.091
N -7.468 1.500 2.098 0.077
C -6.556 2.137 1.235 -0.357
C -6.061 3.403 1.542 -0.053
C -5.229 4.066 0.653 -0.070
C -4.872 3.456 -0.538 -0.275
C -5.350 2.193 -0.848 -0.054
C -6.198 1.538 0.029 -0.056
S -3.752 4.247 -1.704 0.565
O -3.906 5.680 -1.546 -0.348
O -4.153 3.724 -2.989 -0.341
N -2.283 3.689 -1.379 -0.122
C -1.602 4.095 -0.299 -0.501
N -0.294 3.710 -0.241 0.064
C 0.442 4.162 0.746 -0.177
C -0.042 5.022 1.728 -0.097
C -1.400 5.285 1.651 -0.178
N -2.183 4.823 0.696 0.113
H -7.393 1.794 3.058 0.071
H -7.472 0.496 2.008 0.072
H -6.341 3.866 2.483 0.099
H -4.840 5.051 0.862 0.098
H -5.051 1.748 -1.789 0.119
H -6.589 0.556 -0.214 0.105
H 1.469 3.802 0.762 0.098
H 0.580 5.428 2.514 0.073
H -1.888 5.896 2.412 0.093
C -3.364 0.356 2.257 -0.139
C -3.835 -0.932 1.553 -0.142
C -2.687 -1.257 0.569 -0.170
O -1.604 -0.400 0.938 -0.236
C -2.209 0.812 1.366 -0.202
H -2.991 0.133 3.260 0.095
H -4.142 1.116 2.322 0.092
H -4.762 -0.764 1.006 0.084
H -3.999 -1.745 2.264 0.093
H -2.964 -1.063 -0.466 0.098
H -2.339 -2.290 0.636 0.120
H -2.588 1.378 0.505 0.110
H -1.452 1.400 1.878 0.112


92
Properties=species:S:1:pos:R:3:lowdin_charge:R:1 method="wB97M-V/def2-TZVPD" homo_ev=-7.96 e_tot_ha=-1763.409248 fmax_ha_per_bohr=0.05817 smiles=c1cc[nH]c1.c1cc[nH]c1.c1cc[nH]c1.c1cc[nH]c1.c1cc[nH]c1.c1cc[nH]c1.c1cc[nH]c1.CCN(CC)CC
C -7.263 -5.163 8.523 -0.132
C -7.113 -6.422 9.129 -0.098
C -7.945 -7.304 8.384 -0.123
N -8.405 -6.610 7.292 -0.009
C -8.010 -5.326 7.388 -0.169
H -6.877 -4.208 8.847 0.091
H -6.471 -6.728 9.942 0.085
H -8.107 -8.371 8.420 0.097
H -8.883 -7.005 6.495 0.150
H -8.317 -4.606 6.644 0.107
C -17.223 -3.186 12.296 -0.109
C -16.256 -3.159 11.268 -0.113
C -15.471 -2.079 11.572 -0.178
N -15.869 -1.474 12.704 -0.001
C -16.950 -2.126 13.192 -0.133
H -17.979 -3.955 12.246 0.083
H -16.134 -3.794 10.403 0.094
H -14.667 -1.706 10.955 0.106
H -15.438 -0.666 13.131 0.153
H -17.477 -1.720 14.044 0.099
C -14.149 3.360 14.723 -0.137
C -15.191 3.661 13.846 -0.094
C -16.377 3.459 14.642 -0.113
N -15.969 3.241 15.945 -0.032
C -14.636 3.200 16.051 -0.138
H -13.085 3.240 14.581 0.084
H -15.089 3.920 12.803 0.085
H -17.446 3.517 14.500 0.094
H -16.629 3.110 16.698 0.148
H -14.169 2.992 17.002 0.105
C -11.134 7.736 2.566 -0.130
C -11.112 7.445 1.203 -0.138
C -12.373 7.542 0.730 -0.148
N -13.213 7.764 1.798 0.009
C -12.440 7.878 2.944 -0.136
H -10.293 7.805 3.239 0.094
H -10.232 7.170 0.641 0.096
H -12.667 7.405 -0.300 0.107
H -14.212 7.908 1.757 0.144
H -12.834 8.059 3.933 0.103
C -5.706 -2.633 -0.827 -0.113
C -6.938 -2.638 -0.165 -0.132
C -6.917 -1.700 0.856 -0.144
N -5.641 -1.228 0.924 -0.006
C -4.923 -1.704 -0.152 -0.135
H -5.344 -3.229 -1.652 0.092
H -7.769 -3.306 -0.334 0.087
H -7.655 -1.302 1.537 0.105
H -5.462 -0.576 1.674 0.146
H -3.917 -1.387 -0.382 0.100
C -13.880 -4.696 6.259 -0.104
C -14.751 -5.785 6.156 -0.132
C -15.698 -5.457 5.194 -0.153
N -15.412 -4.242 4.590 0.013
C -14.381 -3.717 5.337 -0.136
H -13.011 -4.604 6.895 0.084
H -14.617 -6.735 6.653 0.092
H -16.467 -6.128 4.842 0.096
H -15.803 -3.766 3.790 0.146
H -14.079 -2.701 5.128 0.095
C -11.745 1.271 6.969 -0.135
C -12.634 2.112 7.583 -0.124
C -12.877 3.178 6.701 -0.142
N -12.232 2.921 5.537 0.004
C -11.503 1.775 5.699 -0.140
H -11.361 0.337 7.351 0.094
H -12.982 2.050 8.604 0.090
H -13.629 3.952 6.751 0.101
H -12.352 3.482 4.705 0.150
H -10.854 1.349 4.948 0.100
C -18.721 2.827 5.196 -0.090
C -18.874 1.311 5.456 -0.277
N -20.047 0.836 6.217 -0.160
C -20.168 1.635 7.478 -0.225
C -18.878 1.694 8.356 -0.095
C -19.701 -0.631 6.544 -0.220
C -20.774 -1.383 7.389 -0.085
H -18.581 3.477 6.060 0.053
H -19.613 3.267 4.750 0.071
H -17.906 3.015 4.497 0.068
H -18.896 0.803 4.492 0.108
H -17.994 0.925 5.971 0.098
H -20.309 2.691 7.245 0.095
H -21.027 1.271 8.042 0.094
H -18.303 0.783 8.523 0.062
H -18.184 2.516 8.179 0.061
H -19.206 1.933 9.367 0.064
H -18.799 -0.610 7.155 0.079
H -19.457 -1.200 5.647 0.107
H -20.320 -2.226 7.910 0.067
H -21.656 -1.693 6.829 0.066
H -21.175 -0.858 8.256 0.054


100
Properties=species:S:1:pos:R:3:lowdin_charge:R:1 method="wB97M-V/def2-TZVPD" charge=-1 homo_ev=-4.36 e_tot_ha=-2301.863874 fmax_ha_per_bohr=0.03379
C 1.671 -4.779 -0.566 -0.117
O 2.171 -4.699 -1.884 -0.178
C 1.218 -4.393 -2.870 -0.220
C 0.636 -5.668 -3.580 -0.157
C -0.906 -5.676 -3.569 -0.215
C -1.506 -6.132 -2.228 -0.195
C -2.896 -5.491 -1.966 -0.194
C -2.812 -4.290 -1.003 -0.216
C -2.734 -2.939 -1.715 -0.197
C -2.514 -1.813 -0.658 -0.203
C -1.049 -1.353 -0.704 -0.169
C -0.830 -0.078 -1.546 -0.154
N 0.052 0.895 -0.900 -0.086
C -0.490 2.242 -0.974 -0.175
C -1.587 2.560 0.085 -0.154
C -1.788 1.516 1.179 -0.168
C -0.570 1.226 2.043 -0.123
N -0.062 2.400 2.748 -0.082
C 0.829 3.328 2.338 -0.116
C 1.036 4.221 3.332 -0.104
C 0.226 3.806 4.421 -0.119
C -0.426 2.696 4.021 -0.129
C 1.448 0.805 -1.359 -0.243
C 1.780 1.597 -2.638 -0.220
N 0.946 1.224 -3.799 0.018
B 2.444 1.340 -0.214 -0.605
O 2.626 0.711 0.987 0.170
O 3.146 2.551 -0.404 0.097
C 1.883 -0.687 -1.629 -0.624
O 1.854 -1.477 -0.643 -0.029
O 2.251 -0.989 -2.789 -0.032
H 2.289 -4.134 0.060 0.080
H 1.786 -5.803 -0.191 0.076
H 0.643 -4.431 -0.477 0.065
H 0.374 -3.809 -2.489 0.097
H 1.719 -3.751 -3.590 0.115
H 1.040 -6.511 -3.021 0.108
H 0.987 -5.611 -4.608 0.096
H -1.238 -4.659 -3.778 0.096
H -1.238 -6.328 -4.378 0.101
H -0.834 -5.984 -1.387 0.091
H -1.708 -7.201 -2.326 0.099
H -3.316 -5.122 -2.900 0.102
H -3.542 -6.233 -1.496 0.094
H -3.663 -4.222 -0.321 0.103
H -1.924 -4.343 -0.369 0.102
H -1.894 -2.900 -2.404 0.094
H -3.658 -2.715 -2.255 0.107
H -3.203 -0.986 -0.839 0.060
H -2.727 -2.221 0.335 0.097
H -0.714 -1.104 0.302 0.100
H -0.398 -2.153 -1.046 0.081
H -0.545 -0.316 -2.571 0.115
H -1.817 0.392 -1.619 0.105
H -0.957 2.364 -1.961 0.114
H 0.274 3.017 -0.921 0.110
H -1.412 3.547 0.514 0.099
H -2.542 2.651 -0.440 0.091
H -2.215 0.595 0.792 0.083
H -2.555 1.917 1.855 0.109
H 0.248 0.754 1.506 0.105
H -0.874 0.514 2.811 0.121
H 1.310 3.337 1.373 0.113
H 1.710 5.058 3.306 0.085
H 0.178 4.288 5.379 0.081
H -1.102 2.125 4.630 0.112
H 2.832 1.413 -2.856 0.115
H 1.707 2.677 -2.503 0.099
H 1.504 0.620 -4.390 0.057
H 0.719 2.036 -4.362 0.051
H 2.885 1.380 1.633 0.098
H 4.077 2.328 -0.548 0.066
C -6.816 0.098 3.129 -0.077
C -7.615 0.993 2.429 -0.074
C -7.263 1.382 1.147 -0.008
C -6.113 0.862 0.582 -0.137
C -5.303 -0.025 1.266 0.007
C -5.660 -0.407 2.549 -0.057
N -5.745 1.255 -0.788 -0.342
O -6.463 2.052 -1.359 0.075
O -4.747 0.756 -1.260 0.079
H -7.096 -0.208 4.129 0.104
H -8.515 1.386 2.883 0.104
H -7.883 2.078 0.602 0.117
H -4.404 -0.419 0.814 0.090
H -5.036 -1.101 3.096 0.110
C 7.872 4.767 3.995 -0.078
C 7.476 3.443 3.858 -0.065
C 6.960 2.994 2.653 0.005
C 6.852 3.882 1.599 -0.139
C 7.234 5.205 1.720 -0.004
C 7.747 5.647 2.929 -0.071
N 6.325 3.403 0.314 -0.334
O 5.981 2.238 0.254 0.083
O 6.265 4.192 -0.603 0.099
H 8.279 5.114 4.937 0.104
H 7.572 2.759 4.690 0.107
H 6.650 1.965 2.544 0.124
H 7.139 5.887 0.889 0.119
H 8.053 6.679 3.038 0.105